Entry 1:
{
  "formula": "CHBrF2O",
  "method": "ωB97M-V/def2-TZVPD",
  "species": ["C", "O", "F", "F", "Br", "H"],
  "coordinates": [[-2.0275, -0.2881, 0.0320], [0.8474, -0.9839, 0.8028], [-2.3434, 0.3432, -1.2275], [-3.1168, -0.7731, 0.6228], [-0.8569, -1.5999, -0.1049], [0.6001, -0.9299, 1.6751]],
  "spin_multiplicity": 1,
  "relative_energy_kcal_mol": 132.1,
  "homo_energy_ev": [-9.3629, -10.0584],
  "e_tot_ev": -78572.537
}


Entry 2:
{
  "formula": "C5H12",
  "method": "ωB97M-V/def2-TZVPD",
  "species": ["C", "C", "C", "C", "C", "H", "H", "H", "H", "H", "H", "H", "H", "H", "H", "H", "H"],
  "coordinates": [[-2.0130, -0.7117, -0.3851], [-0.9988, 0.4225, -0.0873], [0.5193, 0.0918, -0.2693], [1.0599, -0.9896, 0.6897], [1.4611, 1.3133, -0.1189], [-1.8139, -1.6251, 0.1864], [-3.0333, -0.3971, -0.1192], [-2.0601, -0.9965, -1.4470], [-1.1744, 0.7908, 0.9300], [-1.2581, 1.2502, -0.7682], [0.5131, -0.2595, -1.3036], [2.1258, -1.2177, 0.5277], [0.9885, -0.6286, 1.7253], [0.5202, -1.9378, 0.6201], [1.3967, 1.7178, 0.9009], [2.5233, 1.0515, -0.2621], [1.2436, 2.1257, -0.8196]],
  "spin_multiplicity": 1,
  "relative_energy_kcal_mol": 6.1,
  "homo_energy_ev": -10.8916,
  "e_tot_ev": -5379.677,
  "smiles": "CCC(C)C"
}


Entry 3:
{
  "formula": "C14H16O6",
  "method": "ωB97M-V/def2-TZVPD",
  "species": ["C", "C", "C", "C", "C", "C", "C", "C", "C", "O", "O", "C", "O", "H", "H", "H", "H", "H", "H", "H", "H", "H", "H", "C", "C", "C", "O", "C", "O", "O", "H", "H", "H", "H", "H", "H"],
  "coordinates": [[-4.0770, -2.9836, -4.5571], [-2.9787, -3.1701, -4.0413], [-1.5688, -3.2807, -3.3379], [-1.1841, -1.7844, -2.9382], [-1.4106, -1.1735, -1.7071], [-2.0854, -1.7718, -0.4037], [-1.1359, -1.4161, 0.8263], [-1.3148, 0.0724, 1.3880], [-0.8574, 0.2737, -1.9994], [-1.0243, 1.3359, -1.4569], [-0.0505, 0.2370, -3.1787], [-0.5195, -0.8244, -3.9905], [-0.4563, -0.9311, -5.1895], [-4.9501, -2.4004, -4.9622], [-1.6030, -3.9509, -2.4238], [-0.7766, -3.7041, -4.0186], [-2.1824, -2.9025, -0.5162], [-3.1284, -1.3287, -0.2708], [-0.0506, -1.5153, 0.5039], [-1.3293, -2.1765, 1.6391], [-0.4946, 0.7020, 0.9443], [-2.3594, 0.4312, 1.1094], [-1.1944, 0.0713, 2.5067], [3.8056, 3.8223, 2.9535], [3.1715, 2.4657, 3.1689], [2.9098, 1.7131, 1.8949], [1.7856, 0.9079, 2.2388], [1.1194, 1.5641, 3.2296], [0.0305, 1.2714, 3.6190], [1.8597, 2.5979, 3.7177], [4.0614, 4.2757, 3.9138], [4.7158, 3.7448, 2.3554], [3.1111, 4.5068, 2.4605], [3.7736, 1.8737, 3.8661], [3.7547, 1.0893, 1.6005], [2.6334, 2.3582, 1.0555]],
  "spin_multiplicity": 1,
  "homo_energy_ev": -10.0829,
  "e_tot_ev": -27059.049,
  "smiles": "C#CCC1=C(CCC)C(=O)OC1=O.C[C@@H]1COC(=O)O1"
}


Entry 4:
{
  "formula": "CH5N3O",
  "method": "ωB97M-V/def2-TZVPD",
  "species": ["N", "N", "C", "N", "O", "H", "H", "H", "H", "H"],
  "coordinates": [[1.7646, 0.1603, -0.2479], [0.6035, -0.5606, 0.1075], [-0.5432, 0.2439, -0.0130], [-1.7721, -0.3165, -0.2669], [-0.4942, 1.4911, -0.0219], [1.5813, 1.0775, -0.5887], [2.2931, 0.4037, 0.6298], [0.6738, -1.6696, -0.0756], [-1.7239, -1.2251, 0.0217], [-2.3829, 0.3954, 0.4550]],
  "spin_multiplicity": 1,
  "relative_energy_kcal_mol": 28.5,
  "homo_energy_ev": -9.2951,
  "e_tot_ev": -7634.401,
  "smiles": "NNC(N)=O"
}


Entry 5:
{
  "formula": "CH2N4OS",
  "method": "ωB97M-V/def2-TZVPD",
  "species": ["O", "N", "N", "N", "N", "C", "S", "H", "H"],
  "coordinates": [[-1.0527, -0.0931, -1.6840], [-0.0940, 0.0660, -0.7284], [1.1544, -0.4063, -1.0725], [1.8398, -0.2545, -0.0327], [1.1392, 0.2241, 0.9825], [-0.0941, 0.3792, 0.5368], [-1.5008, 0.7906, 1.5337], [-0.5718, -0.8859, -2.3559], [-0.8200, 0.1799, 2.8206]],
  "spin_multiplicity": 1,
  "relative_energy_kcal_mol": 45.4,
  "homo_energy_ev": -9.9274,
  "e_tot_ev": -19907.966,
  "smiles": "On1nnnc1S"
}


Entry 6:
{
  "formula": "C27H16Cl5N5O3SSc",
  "method": "ωB97M-V/def2-TZVPD",
  "species": ["Sc", "N", "C", "S", "N", "N", "C", "C", "C", "C", "C", "C", "C", "C", "C", "C", "C", "C", "N", "H", "H", "H", "H", "H", "H", "H", "H", "H", "H", "H", "Cl", "C", "C", "Cl", "C", "Cl", "C", "O", "C", "Cl", "C", "Cl", "O", "C", "N", "C", "O", "C", "C", "C", "C", "C", "C", "H", "H", "H", "H", "H"],
  "coordinates": [[0.0000, 0.0000, 0.0000], [-4.1436, -0.3811, 1.2796], [-2.8127, -0.1122, 1.2794], [-1.8751, -1.4978, 0.8671], [-2.3641, 1.0938, 1.5080], [-0.9831, 1.2249, 1.4100], [-0.3488, 1.3642, 2.5321], [-0.9449, 1.8132, 3.8172], [-0.6439, 1.1603, 5.0168], [-1.1384, 1.6618, 6.2227], [-1.9323, 2.8108, 6.2307], [-2.2439, 3.4554, 5.0332], [-1.7506, 2.9577, 3.8272], [1.0925, 1.0266, 2.4901], [2.0573, 1.8199, 3.0992], [3.3871, 1.4172, 3.0020], [3.6982, 0.2495, 2.3085], [2.6636, -0.4744, 1.7349], [1.3721, -0.1126, 1.8133], [-4.2580, -1.2328, 0.7426], [-4.6478, 0.4101, 0.9133], [-0.0480, 0.2509, 5.0090], [-0.9153, 1.1467, 7.1525], [-2.3247, 3.1930, 7.1687], [-2.8786, 4.3366, 5.0318], [-1.9978, 3.4468, 2.8874], [1.7858, 2.7310, 3.6176], [4.1734, 2.0116, 3.4560], [4.7225, -0.0895, 2.2101], [2.8443, -1.3898, 1.1798], [0.7009, 4.5831, -5.4125], [0.1429, 3.3634, -4.2923], [0.9207, 3.0259, -3.1785], [2.4505, 3.8240, -2.9073], [0.4607, 2.0406, -2.2816], [1.4406, 1.6232, -0.8887], [-0.7757, 1.3521, -2.4438], [-1.1621, 0.4621, -1.6085], [-1.5288, 1.7353, -3.5962], [-3.0763, 0.9514, -3.9013], [-1.0839, 2.7204, -4.5059], [-2.0531, 3.1441, -5.8979], [3.1987, -1.2034, -0.5155], [2.3072, -1.7563, -1.1458], [0.9876, -1.5036, -1.1455], [0.3992, -2.3641, -1.9932], [-0.7844, -2.4723, -2.2847], [1.4002, -3.2371, -2.5870], [1.2979, -4.2670, -3.5015], [2.4811, -4.9165, -3.8702], [3.7192, -4.5220, -3.3202], [3.7871, -3.4739, -2.3957], [2.6012, -2.8545, -2.0536], [0.3316, -4.5450, -3.9048], [2.4447, -5.7322, -4.5869], [4.6293, -5.0363, -3.6166], [4.7210, -3.1467, -1.9549], [0.4576, -1.6941, 0.6183]],
  "spin_multiplicity": 1,
  "relative_energy_kcal_mol": 16.5,
  "charge": -1,
  "homo_energy_ev": -2.6941,
  "e_tot_ev": -136001.699
}


Entry 7:
{
  "formula": "C4H11NO2",
  "method": "ωB97M-V/def2-TZVPD",
  "species": ["C", "C", "O", "C", "O", "H", "H", "H", "H", "H", "H", "C", "N", "H", "H", "H", "H", "H"],
  "coordinates": [[-0.3986, 0.1633, 2.6243], [-0.2862, -0.3044, 1.1638], [-1.4139, -1.0318, 0.7594], [-0.1412, 0.9694, 0.2712], [-1.0683, 1.3842, -0.3771], [0.4992, 0.6935, 2.9319], [-0.5417, -0.7022, 3.2662], [-1.2546, 0.8262, 2.7370], [0.5902, -0.9593, 1.0717], [-2.0091, -0.4113, 0.3073], [0.7426, 1.5840, 0.5090], [1.3152, -0.2508, -2.2922], [-0.0988, -0.5589, -2.2534], [1.6774, 0.2528, -1.3800], [1.5263, 0.3961, -3.1441], [1.8738, -1.1782, -2.4155], [-0.3436, -1.1488, -1.4353], [-0.6687, 0.2764, -2.3443]],
  "spin_multiplicity": 1,
  "relative_energy_kcal_mol": 39.5,
  "homo_energy_ev": -8.8560,
  "e_tot_ev": -9910.529,
  "smiles": "C[C@@H](O)C=O.CN"
}


Entry 8:
{
  "formula": "C3H3N3S",
  "method": "ωB97M-V/def2-TZVPD",
  "species": ["C", "N", "N", "C", "S", "N", "C", "H", "H", "H"],
  "coordinates": [[-1.6344, 0.2946, -0.3352], [-1.3969, -0.9683, -0.4137], [-0.4210, -1.4785, 0.4084], [0.8698, -1.2172, 0.4680], [1.3445, 0.2036, -0.4828], [0.4739, 1.4531, 0.4340], [-0.8285, 1.3275, 0.3822], [-2.6574, 0.7760, -0.6529], [1.5008, -1.5352, 1.2861], [-1.3895, 2.0277, 1.0002]],
  "spin_multiplicity": 1,
  "relative_energy_kcal_mol": 84.6,
  "homo_energy_ev": -9.1319,
  "e_tot_ev": -18461.414,
  "smiles": "C1=NN=CSN=C1"
}